The following is a DFT calculation (ωB97M-V/def2-TZVPD) of an isolated ion of composition C7H14N3O and charge +1 at a distorted geometry.

```
25
Properties=species:S:1:pos:R:3:mulliken_charge:R:1
C 3.03258 0.48510 -0.14920 0.59
C -2.48561 0.44390 0.29593 -0.72
C -2.09790 -0.94585 -0.34309 -0.97
C -1.23699 1.26778 0.43715 -0.47
C -0.75391 -1.29074 0.17845 -0.69
C -0.17666 0.97207 -0.65819 -0.74
C 0.29917 -0.38304 -0.23519 0.64
N 1.58902 -0.63131 -0.06665 -0.11
N 3.88321 -0.37652 -0.62097 -0.35
N 2.78515 1.58382 0.25329 -0.30
O 1.98848 -1.76241 0.59686 -0.50
H -3.31630 1.03260 -0.27102 0.38
H -3.01108 0.26729 1.28032 0.27
H -2.62335 -1.94806 -0.22396 0.38
H -1.90446 -0.75582 -1.42193 0.28
H -1.62929 2.35610 0.28461 0.31
H -0.65674 1.21976 1.41388 0.33
H -0.88956 -1.10156 1.23061 0.38
H -0.54536 -2.36957 -0.12464 0.56
H -0.68671 0.93924 -1.73627 0.30
H 0.68628 1.57305 -0.74815 0.38
H 3.49236 -1.35530 -0.74846 0.29
H 4.86146 -0.12600 -0.49460 0.29
H 1.31088 -2.37116 0.96706 0.36
H 3.03544 2.43445 0.50780 0.13
```

## Properties
**LUMO**: -3.1803 eV
**HOMO**: -13.975 eV
**ΔE to the lowest compared entry with this formula, charge and spin**: 4.534 eV
**Total charge**: +1
**Total energy**: -514.2432 a.u.
**Strongest force on any atom**: 5.44 eV/Å

=====

The following is a DFT calculation (ωB97M-V/def2-TZVPD) of an isolated ion of composition C7H14N3O and charge +1 at a distorted geometry.

```
25
Properties=species:S:1:pos:R:3:mulliken_charge:R:1
C -0.21065 0.33868 0.14213 -0.30
C 1.18664 0.17065 0.53699 0.84
C -1.01585 -1.90398 0.93547 -1.90
C -1.53202 -1.11372 -1.37863 -1.20
C -1.40088 2.52649 -0.48746 -0.77
C 3.24379 -1.03359 0.54294 -0.63
C -1.32418 -0.68942 0.03861 0.82
N 1.78041 1.37956 0.61581 -0.59
N 0.88800 2.25027 0.23039 0.05
N -0.35133 1.70885 -0.00527 0.32
O 1.84353 -0.89939 0.75756 -0.35
H -0.30345 -2.59254 0.53182 0.38
H -1.85303 -2.58236 1.04439 0.46
H -0.67798 -1.62928 1.87546 0.48
H -0.54109 -1.46680 -1.96941 0.27
H -2.09987 -0.40228 -2.02600 0.32
H -2.18091 -2.08775 -1.42158 0.36
H -1.96985 2.99101 0.31227 0.33
H -0.98470 3.33046 -1.06791 0.35
H -2.09197 2.01570 -1.13149 0.34
H 3.78120 -0.32684 1.17754 0.33
H 3.57702 -0.73802 -0.51912 0.30
H 3.45792 -2.15962 0.78920 0.24
H -2.28438 -0.31137 0.44755 0.35
H 1.06364 3.22531 0.02875 0.24
```

## Properties
**LUMO**: -4.0139 eV
**HOMO**: -13.447 eV
**ΔE to the lowest compared entry with this formula, charge and spin**: 2.809 eV
**Total charge**: +1
**Total energy**: -514.3065 a.u.
**Strongest force on any atom**: 4.20 eV/Å

=====

The following is a DFT calculation (ωB97M-V/def2-TZVPD) of a 2-piece molecular cluster, C7H14N3Se overall at a distorted geometry.

```
25
Properties=species:S:1:pos:R:3:mulliken_charge:R:1
C -3.33184 -0.56163 -1.33432 -0.31
C -1.76422 -0.87128 0.10021 0.54
C -1.10639 -0.56005 -1.02967 -0.19
C -1.14460 -1.25534 1.41294 -1.21
C 2.07604 -0.59167 -1.74855 -0.69
C 2.14597 1.71344 0.33798 -0.46
C 3.00307 0.58949 0.86527 -0.90
N -3.13253 -0.89485 -0.04972 -0.02
N -2.15368 -0.34637 -1.89317 -0.02
N 0.81973 1.46447 1.00841 -0.55
Se 3.40941 -0.89366 -0.63692 0.25
H -4.24187 -0.39751 -1.81500 0.43
H -1.85786 -1.85957 2.00877 0.41
H -0.12308 -1.52269 1.35399 0.27
H -1.23483 -0.27825 1.98673 0.28
H -0.04490 -0.34783 -1.33653 0.29
H 1.97410 -1.32080 -2.49764 0.27
H 2.13354 1.75180 -0.69216 0.51
H 2.61549 2.70731 0.69819 0.31
H 2.55437 -0.05254 1.64857 0.36
H 4.01616 0.81629 1.27251 0.40
H -2.17157 0.03897 -2.88340 0.32
H 0.94181 1.71762 1.98651 0.26
H -3.72724 -1.30846 0.62558 0.24
H 0.34491 2.26311 0.61142 0.21
```

## Properties
**LUMO**: -2.9710 eV
**HOMO**: -11.279 eV
**Total charge**: +1
**Total energy**: -2840.4436 a.u.
**Strongest force on any atom**: 4.86 eV/Å

=====

The following is a DFT calculation (ωB97M-V/def2-TZVPD) of one molecule with the formula C7H14N4 at a distorted geometry.

```
25
Properties=species:S:1:pos:R:3:mulliken_charge:R:1
C -1.57789 -1.07706 1.82628 -1.25
C -1.92024 -1.00310 0.35801 -0.67
C -1.28618 0.26915 -0.35103 1.18
C -1.57820 0.17909 -1.88426 -1.64
C -2.00921 1.50826 0.16219 -1.69
C 1.00116 -0.46939 -0.41267 0.51
C 2.64653 0.92167 0.60806 0.34
H -2.10508 -1.92209 2.28253 0.39
H -0.52848 -1.20856 1.99429 0.26
H -1.91878 -0.21584 2.39232 0.31
H -1.71135 -1.92577 -0.17499 0.46
H -3.05150 -0.91577 0.30956 0.39
H -2.63710 0.12214 -2.05528 0.44
H -1.23178 1.10340 -2.34526 0.41
H -1.08059 -0.66441 -2.35328 0.33
H -3.11117 1.46767 0.07545 0.35
H -1.64760 2.36726 -0.45929 0.41
H -1.69612 1.69426 1.20229 0.40
H 1.52582 -2.41529 -0.70364 0.27
H 0.01740 -1.99619 -1.15436 0.23
H 3.17226 -0.67361 -0.44595 0.26
N 0.16513 0.43428 -0.09427 -0.47
N 0.97169 -1.68688 -1.08096 -0.54
N 2.36941 -0.17706 -0.08404 -0.21
N 2.82923 1.88838 1.20157 -0.46
```

## Properties
**LUMO**: 0.5009 eV
**HOMO**: -9.394 eV
**ΔE to the lowest compared entry with this formula, charge and spin**: 0.000 eV
**Total energy**: -494.1294 a.u.
**Strongest force on any atom**: 1.92 eV/Å

=====

The following is a DFT calculation (ωB97M-V/def2-TZVPD) of a 2-piece molecular cluster, C7H14N4O overall at a distorted geometry.

```
26
Properties=species:S:1:pos:R:3:mulliken_charge:R:1
C 1.59858 1.71156 0.76614 -1.37
C 2.46871 0.55272 0.43604 0.98
C 3.50091 0.67810 -0.40943 -0.71
C 4.20885 -0.50321 -0.79126 0.20
C -4.02983 0.50463 -0.92780 -0.88
C -1.94599 -0.00346 0.15319 -0.67
C -1.00643 -1.08723 0.60823 0.41
H 0.81646 1.43108 1.48233 0.33
H 2.20641 2.53414 1.14178 0.40
H 1.14252 2.12076 -0.15132 0.27
H 1.45970 -0.71526 1.73612 0.26
H 2.84146 -1.40104 0.92665 0.20
H 3.71906 1.63532 -0.85702 0.39
H -3.52786 1.10482 -1.69991 0.32
H -4.37617 1.14683 -0.12726 0.30
H -4.93416 0.01941 -1.36815 0.33
H -2.98957 -1.24182 -1.04586 0.29
H -1.41428 0.61067 -0.59763 0.33
H -2.18261 0.64671 1.00511 0.38
H -0.37220 -1.46294 -1.32862 0.23
H 0.41088 -2.35034 -0.06164 0.28
N 2.14950 -0.65878 0.99989 -0.40
N 4.70938 -1.54187 -0.96661 -0.51
N -3.20472 -0.54651 -0.35438 -0.36
N -0.39480 -1.81012 -0.37339 -0.32
O -0.85380 -1.37414 1.80481 -0.67
```

## Properties
**LUMO**: 0.4762 eV
**HOMO**: -8.692 eV
**ΔE to the lowest compared entry with this formula, charge and spin**: 0.788 eV
**Total energy**: -569.3851 a.u.
**Strongest force on any atom**: 1.87 eV/Å

=====

The following is a DFT calculation (ωB97M-V/def2-TZVPD) of one molecule with the formula C7H14N4O3S at a distorted geometry.

```
29
Properties=species:S:1:pos:R:3:mulliken_spin:R:1
C -0.23704 -2.43447 -0.23809 -0.01
C 0.93168 -0.39932 -0.14486 0.76
C -0.39306 -0.15110 -0.82654 -0.06
C 1.92009 -2.46991 0.87942 0.01
C -2.36282 -1.69150 -1.22146 0.00
C 1.37364 1.91132 1.48251 -0.01
C -1.72545 1.90590 -0.57909 -0.01
N 0.95681 -1.72841 0.10210 0.21
N -0.94929 -1.49094 -0.91890 0.02
N 0.79923 0.63627 1.58630 0.74
N -1.16957 0.69639 -0.04518 0.13
O -0.43135 -3.58806 -0.15822 0.05
O -1.17641 -0.85398 1.88962 0.02
O -1.44354 1.53026 2.28441 0.01
S -0.81087 0.50856 1.58779 -0.01
H 1.76740 0.12369 -0.39383 0.00
H -0.18274 0.23293 -1.80580 0.02
H 2.81001 -2.64007 0.21565 0.01
H 2.39360 -1.91812 1.68961 0.01
H 1.39971 -3.27132 1.39635 0.00
H -2.63626 -1.14056 -2.24624 0.00
H -2.41903 -2.75378 -1.31132 0.00
H -2.98267 -1.43135 -0.38921 0.00
H 1.98586 2.03833 0.57691 0.03
H 0.52130 2.65939 1.45567 0.00
H 2.05718 2.20999 2.31691 0.05
H -2.63116 2.07020 -0.08547 0.00
H -1.07176 2.69103 -0.41296 0.01
H -1.78281 1.67627 -1.64979 0.00
```

## Properties
**Spin multiplicity**: 3
**LUMO (alpha / beta)**: 0.6097 / -2.9874 eV
**HOMO (alpha / beta)**: -5.418 / -9.024 eV
**<S²>**: 2.008
**Total energy**: -1117.8415 a.u.
**Strongest force on any atom**: 5.23 eV/Å

=====

The following is a DFT calculation (ωB97M-V/def2-TZVPD) of an isolated ion of composition C7H14N5O and charge +1 at a distorted geometry.

```
27
Properties=species:S:1:pos:R:3:mulliken_charge:R:1
C -2.97682 -0.72688 0.04915 -0.40
C -1.75646 -1.27146 0.20223 0.41
C 0.25898 -1.97761 -0.02107 0.32
C -1.42046 1.09667 -0.13095 -0.42
C 1.40034 -2.95080 -0.22724 -1.03
C 3.59598 1.40916 0.26994 -1.21
C 2.13670 1.24377 -0.19266 0.02
N -0.97600 -2.34038 0.05956 -0.47
N -2.84117 0.70741 0.15432 0.38
N 0.45566 -0.54079 0.01291 -0.02
N -3.79784 1.58438 -0.19462 -0.90
N -0.69157 0.03977 0.57577 0.15
O 1.63209 -0.07557 0.51533 -0.39
H -3.81678 -1.34673 -0.30189 0.40
H -1.10366 0.99777 -1.17505 0.38
H -1.52959 2.08742 0.33020 0.36
H 2.33299 -2.51416 0.24255 0.30
H 1.85241 -2.95574 -1.22120 0.31
H 1.02012 -3.84690 0.22822 0.33
H 3.52612 1.85088 1.24888 0.34
H 4.16154 0.55924 0.26913 0.40
H 4.09936 2.23971 -0.43416 0.32
H 2.21498 0.99871 -1.34300 0.25
H 1.43444 2.06431 0.01461 0.29
H -4.51157 1.80796 0.50206 0.24
H -4.37149 1.51095 -0.98901 0.21
H -0.32833 0.34895 1.55597 0.43
```

## Properties
**LUMO**: -3.2084 eV
**HOMO**: -12.086 eV
**ΔE to the lowest compared entry with this formula, charge and spin**: 5.171 eV
**Total charge**: +1
**Total energy**: -623.6710 a.u.
**Strongest force on any atom**: 5.28 eV/Å

=====

The following is a DFT calculation (ωB97M-V/def2-TZVPD) of an isolated ion of composition C7H14N6 and charge +2 at a distorted geometry.

```
27
Properties=species:S:1:pos:R:3:mulliken_spin:R:1
C -0.83686 1.16116 -0.77322 0.19
C 0.22025 2.05222 -0.54048 0.49
C 1.16840 1.79079 0.49637 0.07
C 1.76367 3.69287 -0.46694 -0.02
C -0.13571 -0.01549 1.16626 -0.02
C -1.65080 -2.67772 -1.18089 0.02
C -0.89605 -2.56230 0.12181 0.00
N 0.53242 3.28162 -1.05890 0.37
N 1.11003 0.72351 1.22599 0.06
N -0.94920 0.15928 0.07115 0.06
N 2.21346 2.54881 0.33121 0.13
N -0.71007 -0.32457 2.38607 0.00
N -0.04973 -1.30445 0.15257 0.61
H -1.71471 1.20799 -1.42476 0.00
H 2.55555 3.89502 -1.31846 0.03
H 1.66375 4.44057 0.27862 0.03
H -0.94971 -2.61678 -1.95153 0.00
H -2.07866 -3.71300 -1.01161 0.00
H -2.52374 -2.06727 -1.24079 0.00
H -0.18053 -3.39405 0.32438 0.02
H -1.63231 -2.63199 0.97310 0.00
H 0.16480 3.70126 -1.91492 -0.02
H 1.88543 0.55386 1.89130 0.00
H 3.05910 2.56740 0.88869 -0.01
H -0.13523 -0.72767 3.15718 0.00
H -1.66013 -0.60620 2.29457 0.00
H 0.78998 -1.59004 -0.32546 -0.02
```

## Properties
**Spin multiplicity**: 3
**LUMO (alpha / beta)**: -7.0204 / -10.3258 eV
**HOMO (alpha / beta)**: -14.733 / -17.600 eV
**<S²>**: 2.018
**Total charge**: +2
**Total energy**: -602.8845 a.u.
**Strongest force on any atom**: 3.99 eV/Å

=====

- Look up the total energy of the first one.
  -514.2432 a.u.